One molecule with the formula C2H4N4, computed with the ωB97M-V functional and the def2-TZVPD basis.

The geometry in XYZ format:
```
10
Properties=species:S:1:pos:R:3
C -0.1879 0.1631 -1.3048
C 1.0859 -0.0884 0.4411
H -1.4188 0.7769 1.2250
H -1.2816 -0.8880 1.5391
H -1.1362 0.1042 -1.7985
H 1.7008 -0.3234 1.3896
N -1.3490 -0.1333 0.7749
N -0.2072 -0.1220 0.0746
N 1.0000 0.3684 -1.7198
N 1.7940 0.1423 -0.6212
```

Computed properties:
- Energy: -8097.0656 eV
- ΔE to the lowest compared entry with this formula, charge and spin: 216.95 kJ/mol
- Lowest unoccupied orbital energy: 0.62 eV
- HOMO level: -0.35712 Eh

Here are the Mulliken charges for atoms 1 to 6, given in e: atom 1 (C): 0.02, atom 2 (C): 0.11, atom 3 (H): 0.25, atom 4 (H): 0.28, atom 5 (H): 0.40, atom 6 (H): 0.34